No. 1
Formula: C6H12N4
Source: the OMol25 dataset
Level of theory: wB97M-V/def2-TZVPD

Structure (XYZ):
```
22
Properties=species:S:1:pos:R:3:nbo_charge:R:1
C -4.010 0.560 0.017 0.173
C -1.963 0.272 -0.181 0.459
C 1.900 -0.539 1.209 -0.639
C 2.387 -0.982 -1.232 -0.609
C 0.852 1.824 0.034 -0.492
C 1.278 -0.592 -0.215 -0.116
N -2.883 1.272 -0.290 -0.526
N -2.327 -0.963 -0.047 -0.371
N -3.696 -0.804 0.067 -0.379
N 0.594 0.574 -0.681 -0.248
H -4.983 0.984 0.200 0.215
H 2.030 -1.483 1.660 0.216
H 2.847 -0.035 1.256 0.198
H 1.337 0.040 1.919 0.206
H 2.343 -2.088 -1.285 0.208
H 3.403 -0.728 -1.033 0.209
H 1.942 -0.655 -2.104 0.226
H 1.904 2.081 0.020 0.208
H 0.186 2.587 -0.568 0.220
H 0.457 1.783 1.131 0.204
H 0.562 -1.468 -0.204 0.219
H -4.162 -1.641 0.327 0.419
```

As for the total charge: 0. The energy above the lowest of the compared OMol25 structures with the same formula, charge and spin comes out at 120.4 kcal/mol. The HOMO energy (alpha / beta) comes out at -8.90 / -8.71 eV. The calculation puts the LUMO energy (alpha / beta) at -0.05 / 0.22 eV. As for the total energy: -12371.311 eV. For the largest force on an atom, the calculation gives 3.178 eV Å⁻¹.


No. 2
Formula: C6H12N6
Source: the OMol25 dataset
Level of theory: wB97M-V/def2-TZVPD

Structure (XYZ):
```
24
Properties=species:S:1:pos:R:3:nbo_charge:R:1
C 1.519 -2.995 -2.463 0.681
C 0.471 -2.209 -0.535 -0.269
C -0.242 -1.263 0.100 0.065
C 1.468 -1.966 -1.517 -0.254
C 2.456 -1.065 -1.639 -0.152
C -0.504 1.139 0.701 0.643
N 1.128 -3.719 -3.263 -0.377
N -0.172 0.131 -0.128 -0.573
N -0.805 0.851 2.037 -0.423
N -0.726 2.365 0.238 -0.354
N -1.634 1.837 2.747 -0.668
N -0.806 3.581 0.969 -0.617
H 0.139 -3.237 -0.317 0.273
H -0.991 -1.619 0.755 0.234
H 3.212 -1.106 -2.410 0.247
H 2.657 -0.258 -1.034 0.225
H -1.151 -0.022 2.366 0.416
H -0.380 2.560 -0.669 0.417
H -1.782 1.549 3.696 0.394
H -2.611 1.881 2.458 0.370
H 0.964 -4.574 -3.745 0.502
H 0.294 0.457 -0.964 0.418
H -0.903 3.596 1.951 0.421
H -1.599 4.086 0.666 0.381
```

As for the total charge: +2. The energy above the lowest of the compared OMol25 structures with the same formula, charge and spin comes out at 67.5 kcal/mol. The HOMO energy (alpha / beta) comes out at -15.95 / -15.95 eV. The calculation puts the LUMO energy (alpha / beta) at -8.41 / -8.41 eV. The structure (SMILES) is C=C(C#[NH+])/C=C\N/C(NN)=[NH+]/N. As for the total energy: -15336.283 eV. For the largest force on an atom, the calculation gives 4.016 eV Å⁻¹.


No. 3
Formula: C6H12NO
Source: the OMol25 dataset
Level of theory: wB97M-V/def2-TZVPD

Structure (XYZ):
```
20
Properties=species:S:1:pos:R:3:nbo_charge:R:1
C 0.258 1.638 0.055 -0.113
O -0.682 0.662 0.150 -0.322
C 1.687 0.982 0.261 -0.363
C 1.896 -0.274 -0.613 -0.458
C 1.307 -1.479 0.038 -0.176
C 1.998 -2.431 0.660 -0.392
C -3.687 0.415 -0.149 -0.043
N -4.223 -0.297 -1.057 -0.595
H 0.047 2.369 0.853 0.179
H 0.197 2.172 -0.904 0.161
H -5.223 -0.343 -0.844 0.324
H 1.700 0.814 1.336 0.218
H 2.319 1.831 -0.014 0.221
H 2.976 -0.292 -0.772 0.215
H 1.424 -0.091 -1.583 0.220
H 3.079 -2.488 0.572 0.189
H 1.478 -3.221 1.188 0.202
H -4.154 0.635 0.808 0.139
H -2.651 0.744 -0.267 0.180
H 0.254 -1.346 0.285 0.216
```

As for the total charge: 0. The energy above the lowest of the compared OMol25 structures with the same formula, charge and spin comes out at 44.5 kcal/mol. The spin multiplicity is 2. The HOMO energy (alpha / beta) comes out at -9.77 / -9.76 eV. The calculation puts the LUMO energy (alpha / beta) at 1.00 / -1.64 eV. As for the total energy: -9949.919 eV. For the largest force on an atom, the calculation gives 1.857 eV Å⁻¹.


No. 4
Formula: C6H12NO
Source: the OMol25 dataset
Level of theory: wB97M-V/def2-TZVPD

Structure (XYZ):
```
20
Properties=species:S:1:pos:R:3:nbo_charge:R:1
O -1.038 -2.092 0.989 -0.437
C -1.616 -1.371 0.251 0.400
C -0.861 -0.385 -0.634 -0.190
C -0.325 0.712 0.303 -0.410
C 0.756 0.148 1.188 -0.454
C 2.963 0.686 0.273 -0.334
C 2.016 -0.198 0.558 -0.227
N -1.874 0.142 -1.611 -0.710
H -2.719 -1.420 0.249 0.126
H 0.033 -0.994 -1.056 0.287
H -1.053 0.925 1.141 0.235
H -0.059 1.649 -0.169 0.239
H 0.940 0.957 1.888 0.237
H 0.368 -0.552 1.814 0.241
H 3.840 0.489 -0.339 0.212
H 2.816 1.715 0.368 0.180
H 2.307 -1.190 0.334 0.213
H -2.799 -0.405 -1.645 0.452
H -1.412 0.075 -2.555 0.473
H -2.281 1.108 -1.348 0.469
```

As for the total charge: +1. The energy above the lowest of the compared OMol25 structures with the same formula, charge and spin comes out at 49.5 kcal/mol. The HOMO energy comes out at -13.01 eV. The calculation puts the LUMO energy at -4.08 eV. The structure (SMILES) is C=CCC[C@H]([NH3+])C=O. As for the total energy: -9944.959 eV. For the largest force on an atom, the calculation gives 3.012 eV Å⁻¹.


No. 5
Formula: C6H12NO
Source: the OMol25 dataset
Level of theory: wB97M-V/def2-TZVPD

Structure (XYZ):
```
20
Properties=species:S:1:pos:R:3:nbo_charge:R:1
C 2.484 -0.130 0.496 -0.091
C 2.475 1.031 1.136 -0.276
C 1.342 -1.988 -0.424 0.097
N 1.313 -0.845 0.139 -0.407
H 3.387 -0.604 0.135 0.221
H 1.579 1.533 1.468 0.245
H 3.435 1.428 1.431 0.240
H 0.421 -2.515 -0.628 0.229
H 2.312 -2.401 -0.668 0.221
H 0.413 -0.368 0.353 0.469
O -0.639 0.988 0.894 -0.601
C -1.695 1.076 0.302 0.500
C -1.968 0.679 -1.112 -0.520
C -2.714 -0.667 -1.132 -0.601
H -2.586 1.396 0.869 0.139
H -1.035 0.591 -1.670 0.215
H -2.594 1.455 -1.549 0.252
H -2.086 -1.508 -0.846 0.194
H -3.049 -0.797 -2.161 0.241
H -3.631 -0.687 -0.544 0.232
```

As for the total charge: +1. The energy above the lowest of the compared OMol25 structures with the same formula, charge and spin comes out at 22.4 kcal/mol. The HOMO energy comes out at -14.11 eV. The calculation puts the LUMO energy at -4.95 eV. As for the total energy: -9946.133 eV. For the largest force on an atom, the calculation gives 0.854 eV Å⁻¹.


No. 6
Formula: C6H12NO4PS
Source: the OMol25 dataset
Level of theory: wB97M-V/def2-TZVPD

Structure (XYZ):
```
25
Properties=species:S:1:pos:R:3:nbo_charge:R:1
C 1.244 2.882 -1.041 0.290
C -2.399 -0.706 2.565 -0.650
C 1.915 0.254 -3.111 -0.970
C -1.629 -1.493 1.462 -0.451
C -0.134 -1.235 1.635 -0.071
C 0.733 2.472 0.143 -1.055
N 1.782 3.290 -1.960 -0.455
O 0.036 0.351 -1.352 -1.028
O 0.322 -1.772 -2.505 -0.899
O 0.269 0.103 1.267 -0.809
O 1.942 -1.214 -0.796 -0.895
P -0.182 1.018 0.100 1.966
S 1.174 -0.778 -1.907 2.369
H -3.401 -0.959 2.778 0.221
H -2.083 -0.786 3.574 0.220
H -2.433 0.392 2.547 0.209
H 1.493 0.147 -4.041 0.262
H 1.851 1.419 -2.872 0.343
H 3.093 0.130 -3.265 0.283
H -1.916 -1.292 0.346 0.226
H -1.959 -2.606 1.623 0.240
H 0.293 -1.310 2.685 0.208
H 0.255 -2.081 1.091 0.213
H 1.375 2.814 0.923 0.289
H -1.640 0.958 0.110 -0.057
```

As for the total charge: 0. The HOMO energy comes out at -8.29 eV. The calculation puts the LUMO energy at 0.65 eV. The structure (SMILES) is CCCO[P@@H](=CC#N)OS(C)(=O)=O. As for the total energy: -36217.808 eV. For the largest force on an atom, the calculation gives 5.465 eV Å⁻¹.


No. 7
Formula: C6H12NS
Source: the OMol25 dataset
Level of theory: wB97M-V/def2-TZVPD

Structure (XYZ):
```
20
Properties=species:S:1:pos:R:3:nbo_charge:R:1
C 1.712 0.215 -0.494 -0.428
C 1.822 -0.117 0.984 -0.458
C -1.636 1.580 0.799 -0.407
C -1.455 1.396 -0.680 -0.455
C 0.656 -0.504 0.121 0.219
C -1.232 0.240 0.159 -0.174
N 0.330 -1.915 0.043 -0.768
S -2.393 -1.128 0.072 0.107
H 1.714 1.291 -0.656 0.255
H 2.322 -0.270 -1.271 0.228
H 2.686 -0.731 0.955 0.218
H 1.817 0.689 1.746 0.249
H -1.062 2.077 1.587 0.256
H -2.736 1.673 0.940 0.227
H -2.148 1.286 -1.511 0.245
H -0.552 1.993 -0.957 0.245
H 0.640 -2.289 -0.801 0.419
H -0.805 -2.159 0.153 0.429
H 0.653 -2.500 0.820 0.440
H -2.388 -1.393 -1.324 0.153
```

As for the total charge: +1. The energy above the lowest of the compared OMol25 structures with the same formula, charge and spin comes out at 130.1 kcal/mol. The spin multiplicity is 3. The HOMO energy (alpha / beta) comes out at -9.13 / -14.28 eV. The calculation puts the LUMO energy (alpha / beta) at -3.12 / -7.27 eV. As for the total energy: -18725.495 eV. For the largest force on an atom, the calculation gives 5.968 eV Å⁻¹.


No. 8
Formula: C6H12NSi
Source: the OMol25 dataset
Level of theory: wB97M-V/def2-TZVPD

Structure (XYZ):
```
20
Properties=species:S:1:pos:R:3:nbo_charge:R:1
C -1.937 0.286 0.133 0.654
C -4.166 -0.112 -0.599 -0.141
C -3.113 -0.478 0.088 -0.418
C 1.684 1.859 -0.565 -1.021
C 1.813 -0.076 1.806 -1.058
C 1.411 -1.504 -0.890 -1.084
N -0.707 0.516 0.160 -0.593
Si 0.993 0.120 0.004 1.615
H -5.108 -0.728 -0.718 0.258
H -4.184 0.856 -1.157 0.235
H -2.919 -1.425 0.542 0.290
H 1.009 2.589 -0.096 0.247
H 2.656 1.991 -0.302 0.248
H 1.706 1.811 -1.627 0.242
H 1.506 -0.828 2.537 0.250
H 2.853 -0.336 1.600 0.249
H 1.720 0.981 2.304 0.244
H 2.263 -1.995 -0.422 0.273
H 0.718 -2.260 -0.954 0.253
H 1.801 -1.266 -1.845 0.255
```

As for the total charge: +1. The energy above the lowest of the compared OMol25 structures with the same formula, charge and spin comes out at 0.0 kcal/mol. The HOMO energy comes out at -13.87 eV. The calculation puts the LUMO energy at -5.64 eV. The structure (SMILES) is C=CC#[N+][Si](C)(C)C. As for the total energy: -15776.092 eV. For the largest force on an atom, the calculation gives 10.855 eV Å⁻¹.